Record 1
ORCA calculation (ωB97M-V with the def2-TZVPD basis set) on a single C4H7N3S molecule.

Summary:
SMILES string: [H]/N=c1/[nH]cc(S)n1C
Kohn-Sham gap: 8.2 eV
Total energy: -719.04839 Ha
Relative energy (zero: lowest compared OMol25 entry of this formula, charge and spin): 1.475 eV

Structure (ORCA input):
```
! RIJCOSX wB97M-V def2-TZVPD def2/J DEFGRID3
* xyz 0 1
N 1.00032 -0.83693 2.08694
C -0.27781 -1.61840 -0.42839
C 0.64068 -0.04674 1.13724
H 0.22507 2.95160 -0.30209
H 1.57030 1.73821 1.70229
H 0.70205 -1.75115 1.72761
H -0.74211 -1.64007 -1.39866
H -0.94543 -2.20586 0.31360
C 0.24815 1.86474 -0.07824
H -2.38453 0.78428 -2.08458
S -1.05117 1.01050 -2.39120
H 0.69638 -2.15395 -0.58793
N -0.14412 -0.28690 0.01165
C -0.39522 0.86975 -0.74374
N 0.85745 1.32092 1.03550
*
```

---

Record 2
ORCA calculation (ωB97M-V with the def2-TZVPD basis set) on a single CH5N3O2 molecule.

Summary:
SMILES string: N=C(NO)NO
Kohn-Sham gap: 9.1 eV
Total energy: -355.63508 Ha
Relative energy (zero: lowest compared OMol25 entry of this formula, charge and spin): 5.147 eV

Structure (ORCA input):
```
! RIJCOSX wB97M-V def2-TZVPD def2/J DEFGRID3
* xyz 0 1
N -1.01301 0.29564 -0.47709
N 1.31370 0.00357 -0.11858
H -1.06288 1.32863 -0.35914
O -2.33534 0.30444 -0.01010
C 0.11978 -0.38763 0.19626
O 1.26878 1.19612 -0.96079
H 2.03253 0.90298 -1.81537
H 0.40656 -2.04731 1.44490
H 1.80754 0.47023 0.69204
N -0.20637 -1.32184 1.08213
H -2.33128 -0.74484 0.32574
*
```

---

Record 3
ORCA calculation (ωB97M-V with the def2-TZVPD basis set) on a single C2H6IN molecule.

Summary:
SMILES string: CCNI
Kohn-Sham gap: 8.7 eV
Total energy: -432.18687 Ha
Relative energy (zero: lowest compared OMol25 entry of this formula, charge and spin): 0.261 eV

Structure (ORCA input):
```
! RIJCOSX wB97M-V def2-TZVPD def2/J DEFGRID3
* xyz 0 1
N -1.70659 -0.59148 0.03529
H -1.05150 1.11736 -0.55553
H -1.46905 -1.24014 0.75628
H -0.57713 0.88557 1.09654
H 1.31924 0.67201 -0.70169
C -0.56997 0.39348 0.12891
H 0.53322 -0.95333 -1.11304
H 1.27938 -0.55349 0.58291
C 0.81132 -0.11989 -0.35758
I -3.61356 0.02762 -0.00306
*
```

---

Question: The highest relative energy (zero: lowest compared OMol25 entry of this formula, charge and spin) belongs to which entry?
Answer: CH5N3O2

---

Question: relative energy (zero: lowest compared OMol25 entry of this formula, charge and spin) of number 1 (C4H7N3S)?
Answer: 1.475 eV

---

Question: relative energy (zero: lowest compared OMol25 entry of this formula, charge and spin) of number 1 (C4H7N3S)?
Answer: 1.475 eV